1.
A molecular structure, C32H51Cl2PV at a distorted geometry, computed with the ωB97M-V functional and the def2-TZVPD basis.

Its largest force on an atom is 7.5 eV Å⁻¹. The value obtained for the HOMO energy (spin up / spin down) is -0.04695 / -0.05641 Ha. The total energy is -94022.053 eV. Its energy above the lowest of the compared OMol25 structures with the same formula, charge and spin is 10.824 eV. As for the total charge: -1. The multiplicity is 3.

Cartesian coordinates (Å):
H -0.8362 -2.8020 4.0639
C 3.9998 0.1974 -3.5801
H 0.3667 5.7459 0.7045
C -3.7313 1.6988 -0.8068
H -2.2029 -1.9821 -1.9728
H 1.3304 -2.6822 2.6817
H 2.2112 5.5338 -0.7953
H -2.3079 -1.3250 4.7131
H -0.6528 -2.4706 -1.1244
C -1.5348 -6.4588 -1.2381
C 1.5841 -0.5480 1.0355
H 3.6260 0.1565 -0.1147
H -0.6331 2.2023 -2.2130
H -1.2701 2.8013 -0.6760
C -3.4746 -4.4565 -1.3369
H -1.6795 -0.8766 0.6566
C -3.3839 0.4000 0.0024
C 1.2586 5.2840 1.1408
C -2.1282 -4.0720 -1.2577
Cl -4.7542 -3.2392 -1.0940
H 2.3118 -1.3065 0.5536
H 1.8614 -0.8481 -1.5712
C 2.1365 4.7656 -0.0051
C -2.7472 1.9229 -1.9493
C -0.9178 0.6618 -0.6754
C -1.7324 -2.6641 -1.2289
H 1.9726 -0.2063 4.2404
C 2.2697 -0.0514 2.0649
H -3.1988 -7.8233 -1.4424
H 2.2621 2.2906 0.9636
H -2.8404 1.1397 -2.7161
C 0.8316 4.2076 2.1643
H 0.6279 3.7328 -1.1573
H -4.9321 -6.0154 -1.5149
H -3.7311 2.5679 -0.1313
C 1.0750 -2.0182 3.4854
H 1.6915 3.9556 2.7933
C 0.2755 2.9322 1.4986
P 0.8717 0.7200 -0.1651
H 2.2970 0.4001 -4.9306
H 4.2970 1.2290 -3.8121
H 5.3927 0.2431 -1.9013
C 1.5639 3.4928 -0.6302
H 2.2663 3.1170 -1.3830
H -0.6749 3.1947 1.0071
H -0.9409 -0.1636 -1.4278
H 0.5465 0.5478 -3.1506
H -1.7115 0.6674 1.4287
C -1.1281 -5.0985 -1.1828
H -2.9554 2.8830 -2.4434
C -1.5347 -0.6070 4.2728
H 0.0661 4.6395 2.8240
C 1.2937 2.4241 0.4541
C 4.3696 -0.0968 -2.1173
H 0.6115 -1.2355 1.0233
H 3.5868 1.6366 -1.0575
H -0.0009 2.1325 2.2170
C 3.4151 0.5545 -1.1169
H 3.1947 -1.2796 3.4217
H 1.3057 -2.6000 4.4179
C -1.9188 0.2083 0.4354
C -3.8621 -5.7795 -1.4250
H 2.0637 0.9591 2.2960
H 1.8051 6.0820 1.6525
H -0.8006 -7.2271 -1.1739
H -0.1128 -4.8494 -1.0455
H 4.3507 -1.1814 -1.9423
H 2.2388 -1.0290 -3.8865
H -4.0650 0.3951 0.8616
H -2.7560 1.3168 4.2163
H -0.8751 -2.1670 2.4990
H 4.5835 -0.4629 -4.2274
C 1.5996 0.7660 -2.9261
C -0.4913 -1.9122 3.5207
H -4.7435 1.6112 -1.2122
C -2.4511 0.2822 3.6792
H 1.7249 1.8586 -2.9845
Cl -3.4418 -2.7203 2.0670
H -3.6627 -0.4278 -0.7427
H -0.6822 -0.1572 4.8429
C 1.9678 0.2486 -1.5329
V -3.1602 -1.8608 0.0675
C -2.9045 -6.7998 -1.3781
C -1.3264 1.9658 -1.3925
C 2.1188 -0.8881 3.3960
C 2.5082 0.0366 -3.9207
H 3.1578 4.5803 0.3474


2.
A molecular structure, C32H51HfN4OP2S at a distorted geometry, computed with the ωB97M-V functional and the def2-TZVPD basis.

Its largest force on an atom is 5.2 eV Å⁻¹. The value obtained for the HOMO energy is -0.60736 Ha. The total energy is -72714.459 eV. As for the total charge: +3.

Cartesian coordinates (Å):
H -0.4457 3.4826 2.2916
C -3.3935 -0.4743 -2.2205
H -2.4141 -4.7031 4.1873
H -3.8926 -1.2671 -4.1795
P -2.0824 1.3805 1.1444
C -3.1640 -1.2427 -3.3698
H -5.0388 0.5099 1.4812
H -5.2650 -4.6764 0.9156
H -1.8742 -2.8121 -4.1854
H -4.2849 -0.8347 2.3921
H 2.4592 2.1273 2.1039
H 2.8279 -2.2579 -5.1825
C -3.2916 1.1428 2.6669
H -3.8787 3.9091 0.8355
O 0.4181 1.4524 3.0297
C -2.6550 -0.4003 0.2428
H -2.9090 4.8157 -0.3429
H -4.3793 -5.7281 2.9927
H 2.5552 -3.5149 -3.9621
H 4.4346 -1.9184 -0.6226
H 3.5868 -4.9416 -0.7832
H 4.4281 -1.9881 -2.7903
H -1.0713 2.6755 -1.4256
C -3.1172 3.8092 0.0543
C -0.7566 3.2551 -0.5441
C -4.5257 0.2366 2.4089
C 3.7369 -2.3443 0.1003
C -1.8039 3.2201 0.5803
C 3.8425 -1.1091 -3.0830
H 3.4704 3.3427 -1.6429
H -2.0962 -0.5210 3.4106
H 1.7618 0.6974 -3.1387
N -0.6673 -1.3233 1.2354
C -2.4055 -0.4665 -1.2407
C -2.1231 -3.1954 2.6914
C -3.9145 -4.8181 2.6125
H 0.2417 2.9244 -0.2106
H -4.3034 0.1065 -2.0723
H -3.0985 3.1667 3.5537
S 2.5828 0.9809 -0.5207
H 4.2964 -3.0644 0.7110
H 2.0060 0.0615 -4.7773
H 4.0225 -0.3019 -2.3658
H 1.1141 -2.9285 1.1259
C 2.3513 -1.4235 -3.2498
H 0.3219 -3.4092 -3.0740
H 2.2512 -4.7626 -1.9244
N 2.8851 2.8002 1.4780
H -3.7452 -0.4373 0.3752
H 3.4158 -1.5316 0.7588
H 3.7923 -3.9016 -2.1919
H -4.4666 2.9769 2.4013
Hf 0.2545 -0.0163 0.0276
C 0.1049 -2.7827 -2.1946
C 2.9650 2.5628 0.1639
C 1.6817 -3.6775 0.5589
C 3.0699 -4.2229 -1.4350
H -1.5853 1.0613 4.0446
C -1.9501 -1.4227 0.9996
H -4.5391 2.2718 4.0163
C -1.2471 4.0151 1.7765
C 0.1403 1.1286 1.9130
H 3.7495 4.4152 -0.3062
C -1.0245 -1.8197 -2.4896
H -1.1732 -2.8348 3.0879
C 1.6134 -0.1818 -3.7777
C 2.5583 -3.0776 -0.5562
N -1.1416 -0.7993 -1.5995
H -0.6383 4.3037 -0.8611
H -2.0223 4.2725 2.5051
C -2.7947 -4.2722 3.2636
H 0.9675 -4.4123 0.1705
C -3.8618 2.4829 3.1747
H 0.5368 -0.3586 -3.8827
C -2.6461 -2.5888 1.5319
H 4.2325 -0.7761 -4.0572
C -2.4479 0.4636 3.7484
H -3.5179 3.1971 -0.7657
H -0.8296 4.9648 1.4046
H -5.2399 0.4173 3.2331
C -2.0189 -2.0337 -3.4380
C 2.2074 -2.5360 -4.3156
P 1.5736 -1.8437 -1.5718
H 1.1766 -2.6312 -4.6847
H 2.3448 -4.1989 1.2661
N 3.4236 3.5252 -0.6498
H -3.0804 0.3014 4.6342
H -0.1883 -3.4797 -1.3880
H 3.2857 3.6433 1.8670
C -3.7642 -3.1403 0.8712
H -4.0625 -2.7407 -0.1054
C -4.4014 -4.2447 1.4313


3.
A molecular structure, C32H51INNaO4P at a distorted geometry, computed with the ωB97M-V functional and the def2-TZVPD basis.

Its largest force on an atom is 1.9 eV Å⁻¹. The value obtained for the HOMO energy is -0.35914 Ha. The total energy is -65490.651 eV. As for the total charge: +1.

Cartesian coordinates (Å):
H 6.2386 1.9934 1.9227
C -2.9089 4.9098 -1.6140
H -0.7309 -0.5723 -4.1363
H -3.4618 2.0054 -1.3409
H -2.9388 -3.9573 0.9301
H 5.7663 -0.5952 -3.9355
C 5.8055 1.3529 -0.4392
H -5.7950 -1.0572 -2.2252
C -3.8100 -2.6114 -2.9660
H -1.9713 2.9205 1.0843
O 3.7327 -1.0371 1.3968
H 5.5527 -0.4263 2.9866
H -2.4520 -0.9998 3.7733
O -3.7762 1.2782 0.6017
H -2.7383 0.0556 -0.6412
C 1.1911 -1.1496 1.4071
H 3.4291 2.5203 1.3576
C -1.4278 -5.4529 1.1345
C 2.5158 -0.4753 1.8662
H -2.8287 -4.3123 -3.8073
C -2.7613 -3.2495 -3.6225
C 4.3801 -0.3642 0.4024
Na 3.6741 1.5620 -1.6183
H -1.0530 1.4210 -0.8961
C -3.7488 -1.2337 -2.7132
H -4.5702 -1.8140 -0.2673
C 4.2220 2.6636 2.0920
N -1.5294 -0.6247 3.5848
C -4.8636 -0.5636 -1.9548
H -2.1970 4.7247 -2.4150
C -1.6437 -2.5459 -4.0626
H -3.0051 4.9873 0.5250
C -2.6238 -0.5367 -3.1651
H 2.4666 0.5848 1.6287
C -0.3000 -3.9784 3.7284
O -2.9559 -0.7679 1.2022
H 2.5178 -0.5524 2.9487
H 0.6688 -3.4995 3.6233
H -2.0585 -6.1033 1.7337
C -2.1906 3.0631 0.0268
C -4.6992 -0.7481 -0.4341
H -3.1215 5.9781 -1.6407
H -0.8320 -3.0226 -4.5899
C 5.3034 0.6020 3.2132
H 4.3332 0.5967 3.7039
C 5.7665 0.8168 -1.7217
C 4.9620 -0.9544 -3.3034
H 4.9970 -2.0365 -3.2290
H -0.2588 -5.0360 3.4958
H -0.3328 5.1402 -0.9132
H -2.5698 0.5286 -2.9795
H 5.9890 1.0199 3.9427
H 4.6746 3.6207 1.8546
H -0.3976 -5.5586 1.4620
C 5.2659 1.5123 1.9771
O 0.4178 -1.1450 2.5340
H -1.4445 -5.8131 0.1075
H 4.0205 -0.7064 -3.7965
H -4.6679 -3.1793 -2.6369
H -0.5911 -3.8933 4.7715
H -1.3609 -3.4803 0.3420
H -0.5281 5.1140 0.8726
H 3.7768 2.6813 3.0808
H -5.5927 -0.3783 0.0650
C 5.0223 -0.3258 -1.9375
C -1.8759 -3.9908 1.1527
C -0.9965 -1.3730 2.4452
H -4.9793 0.4789 -2.2414
H 0.7810 -0.5547 0.5933
C -3.4958 -0.0219 0.1440
H -1.1318 0.1614 0.9828
H 6.4366 2.2191 -0.2995
C -1.5732 -1.1733 -3.8261
H -0.0745 2.7116 -0.2347
H -1.6922 0.3331 3.2795
C -2.3360 4.5810 -0.2340
C 4.3589 -0.9123 -0.8721
P -1.6379 -3.1350 2.7870
H -1.2214 6.3926 -0.0890
C -1.5620 -0.8403 1.1359
H -4.3225 3.0350 -0.2309
H -3.8549 4.4186 -1.8191
I 1.5736 -3.1371 0.5676
C 5.1142 0.8014 0.6354
H -0.9081 2.9853 -1.7431
C -1.0068 5.3245 -0.0822
H 3.8553 -1.8363 -1.1100
C -1.0000 2.5015 -0.7743
H 6.3336 1.2576 -2.5266
C -3.4952 2.3317 -0.3009
H -1.2416 -1.4534 0.2838